Entry 1:
Below is C27H27BBrN5O11S2Tl as an isolated structure, with properties calculated with wB97M-V/def2-TZVPD.

Structure (XYZ):
```
75
Properties=species:S:1:pos:R:3:forces:R:3:lowdin_charge:R:1
Tl 0.53436 -0.08308 0.64258 0.114 -0.097 0.197 0.79
C 2.05399 2.21554 -4.64182 0.008 -0.018 0.005 -0.03
C 1.43086 0.98975 -4.04051 -0.042 0.014 -0.045 -0.24
C 0.82284 -0.00225 -4.80157 -0.011 -0.025 0.078 -0.02
C 0.20669 -1.07743 -4.18041 0.064 0.053 0.016 -0.09
C 0.23748 -1.10928 -2.79696 -0.002 -0.093 0.100 -0.73
Br -0.54593 -2.55901 -1.85115 -0.030 -0.002 -0.067 0.76
N 0.80649 -0.18994 -2.04979 -0.043 0.038 -0.163 -0.03
C 1.38500 0.84062 -2.66438 -0.019 0.060 0.054 -0.08
H 2.60239 1.97562 -5.55382 0.001 0.010 0.000 0.08
H 2.73891 2.68924 -3.93668 -0.003 -0.010 -0.019 0.07
H 1.27802 2.94191 -4.89210 0.006 0.016 -0.005 0.09
H 0.82032 0.06658 -5.88326 0.001 0.006 -0.008 0.12
H -0.27808 -1.86496 -4.73737 -0.006 0.006 -0.009 0.10
H 1.81738 1.59775 -2.02352 0.011 -0.016 0.020 0.11
C 1.87941 -3.01885 4.22775 -0.007 -0.001 -0.002 -0.15
C 1.69078 -2.68266 2.76503 -0.048 -0.002 0.022 -0.84
S 0.12332 -2.79983 2.13574 0.007 0.028 -0.027 0.55
C 2.82447 -2.30090 2.02692 0.021 -0.002 -0.033 -0.84
C 4.15774 -2.27274 2.73921 0.011 -0.003 -0.005 -0.15
S 2.81471 -1.87482 0.38750 -0.017 0.037 -0.018 0.53
H 0.93315 -3.32516 4.66433 0.001 -0.002 0.002 0.05
H 2.25600 -2.15619 4.78460 0.011 0.004 0.008 0.08
H 2.60436 -3.82634 4.36029 0.008 -0.004 0.009 0.07
H 4.42446 -3.26154 3.12274 0.006 -0.005 0.012 0.07
H 4.13376 -1.59216 3.59465 0.005 0.001 0.007 0.08
H 4.93606 -1.94182 2.05776 0.003 -0.004 0.005 0.05
O -3.89866 1.19483 1.44995 0.006 0.025 0.036 0.13
C -3.02372 0.27199 1.05884 0.039 0.071 -0.014 -0.49
O -2.32863 0.40717 0.08222 -0.070 -0.035 -0.039 0.01
C -2.95203 -0.95599 1.96166 0.028 -0.026 -0.011 -0.26
N -3.98161 -0.87299 3.01109 -0.004 -0.010 -0.003 -0.03
C -5.03772 -1.87064 2.72292 -0.033 -0.014 0.007 -0.18
C -4.75910 -2.34921 1.29649 0.010 -0.001 0.007 -0.16
C -3.24034 -2.23645 1.17883 -0.017 -0.003 -0.008 -0.14
H -1.94559 -0.97107 2.38672 -0.010 -0.004 0.021 0.09
H -4.28389 0.82127 2.27944 0.003 0.001 -0.030 0.10
H -3.57398 -1.02308 3.92207 -0.008 0.030 -0.002 0.12
H -6.02509 -1.41682 2.82031 -0.003 -0.025 0.012 0.11
H -4.98178 -2.70606 3.42600 0.029 0.000 -0.005 0.11
H -5.24451 -1.69076 0.57232 0.004 0.014 0.004 0.12
H -5.12557 -3.36082 1.12767 -0.019 0.006 -0.016 0.11
H -2.87713 -2.17468 0.15517 0.009 -0.008 -0.005 0.09
H -2.74630 -3.07495 1.67263 0.008 0.003 0.003 0.09
O -5.83560 5.00226 0.11021 -0.031 -0.005 -0.020 0.06
N -4.90398 5.23741 0.85758 0.027 0.001 0.015 -0.36
O -4.98456 5.93840 1.84985 -0.016 0.011 0.019 0.06
C -3.60763 4.64462 0.54882 0.092 0.010 0.025 -0.14
C -3.48733 3.83451 -0.55416 -0.034 -0.053 -0.075 0.07
C -2.25368 3.28570 -0.85891 -0.177 -0.027 -0.112 -0.06
C -1.11645 3.49037 -0.06569 0.100 0.014 0.114 -0.14
O 0.05067 2.96492 -0.32373 0.298 0.026 0.058 0.12
C -1.31839 4.31753 1.07767 0.266 0.124 -0.016 -0.06
C -2.52421 4.90594 1.37766 -0.057 0.009 0.010 0.10
N -0.19080 4.58933 1.87001 -0.109 -0.261 0.067 -0.21
O 0.73644 3.56182 1.89667 0.306 0.381 -0.093 0.16
O -0.17082 5.43096 2.77986 -0.064 -0.088 0.022 0.05
N -2.19892 2.49376 -2.08934 0.155 0.000 -0.069 -0.33
O -3.22824 1.97402 -2.47345 -0.046 0.006 0.004 0.08
O -1.14037 2.43783 -2.68563 -0.035 -0.040 0.034 0.10
H -4.33483 3.62344 -1.18632 -0.002 0.002 0.011 0.13
H -2.60723 5.54467 2.24313 -0.004 0.001 -0.005 0.13
O 1.86366 4.59453 -0.07093 -0.358 -0.362 0.020 0.18
B 1.25842 3.38552 0.54145 -0.072 0.193 0.051 -0.94
O 2.30084 2.35752 0.51205 -0.624 -0.056 -0.144 0.08
C 3.22190 2.81256 -0.37491 0.251 -0.104 0.033 -0.24
C 4.29833 2.12914 -0.88972 -0.050 -0.041 -0.037 0.00
C 5.10936 2.80431 -1.80986 0.024 -0.069 0.009 -0.11
C 4.83749 4.11234 -2.17166 -0.017 0.080 -0.010 -0.12
C 3.74645 4.80256 -1.62979 -0.018 -0.018 -0.010 0.00
C 2.94504 4.13255 -0.73076 0.172 0.245 -0.014 -0.22
H 4.48434 1.10135 -0.60370 0.005 -0.007 0.018 0.11
H 5.95875 2.29295 -2.24455 0.002 -0.009 0.006 0.09
H 5.48063 4.61384 -2.88407 -0.004 0.008 -0.006 0.09
H 3.52955 5.82658 -1.90255 -0.004 0.014 0.002 0.11
```
Forces are in eV/Å.

Summary:
- maximum force (eV/Å) = 0.6
- total energy (eV) = -155492.805
- LUMO energy (alpha / beta) (eV) = 1.37 / 1.92
- net charge = -1
- HOMO-LUMO gap (alpha / beta) (eV) = 6.5 / 6.3

***

Entry 2:
Below is C27H27BaN6O2S as an isolated structure in a non-equilibrium geometry, with properties calculated with wB97M-V/def2-TZVPD.

Structure (XYZ):
```
64
Properties=species:S:1:pos:R:3:forces:R:3:nbo_charge:R:1
Ba -0.57578 -0.57773 0.01641 1.081 -0.963 -0.069 1.84
C 1.42914 -0.89573 -3.13279 0.005 0.000 0.055 -0.17
C 1.52335 0.48152 -2.95894 0.001 -0.053 0.062 -0.25
C 0.40883 1.28303 -3.15012 -0.059 0.010 0.049 -0.20
C -0.80486 0.70964 -3.51360 -0.019 -0.008 0.065 -0.23
C -0.90087 -0.66509 -3.68407 -0.061 0.012 0.065 -0.23
C 0.21819 -1.46871 -3.49455 0.000 -0.051 0.057 -0.25
H 2.29247 -1.52326 -2.95447 0.006 0.002 -0.022 0.21
H 2.45932 0.92512 -2.64396 0.012 0.000 -0.030 0.21
H 0.47544 2.34984 -2.98177 -0.006 0.004 -0.024 0.22
H -1.68241 1.33130 -3.63550 0.005 0.005 -0.025 0.22
H -1.85084 -1.11544 -3.94137 0.000 0.006 -0.018 0.23
H 0.13586 -2.54237 -3.60483 0.005 0.002 -0.019 0.23
O -0.89544 1.66117 -0.14967 -0.445 2.269 -0.058 -0.79
N -0.71702 2.84030 0.44945 -0.013 -0.878 -0.264 0.00
C -1.49325 3.86729 0.04028 0.195 0.095 0.156 0.03
C -1.36865 5.10073 0.60947 0.041 0.015 0.051 -0.28
C -0.41672 5.25753 1.62878 -0.123 0.132 -0.086 -0.18
C 0.34028 4.19383 2.02566 0.294 -0.425 0.162 -0.24
C 0.21240 2.90574 1.44638 -0.180 0.591 -0.004 0.05
S 1.10870 1.53505 1.91692 -0.233 0.170 -0.014 -0.43
H -2.18143 3.60309 -0.74698 -0.021 0.030 -0.008 0.23
H -1.99652 5.91203 0.27437 0.009 0.019 0.012 0.23
H -0.27795 6.21536 2.11188 -0.047 0.029 -0.028 0.22
H 1.07027 4.28223 2.81829 -0.029 0.071 -0.013 0.23
C -6.39195 0.92076 1.07125 0.005 0.000 -0.002 -0.25
C -6.42376 -0.43765 1.36152 0.019 -0.081 0.013 -0.20
C -5.36086 -1.26747 1.03722 -0.240 0.110 0.062 -0.27
C -4.23900 -0.73287 0.40479 0.932 -0.287 -0.314 0.21
C -4.20444 0.63166 0.10889 -0.186 0.191 0.086 -0.28
C -5.27233 1.45052 0.44265 0.090 -0.035 -0.047 -0.20
N -3.08702 -1.49163 0.05315 -1.082 -0.353 0.330 -0.49
N -3.31790 -2.79663 0.17793 0.906 -0.024 -0.283 -0.34
C -2.24126 -3.60060 -0.11406 -0.584 -0.130 0.166 0.32
C -2.46535 -4.99945 -0.01541 -0.104 0.135 -0.042 -0.24
C -1.45999 -5.87000 -0.31005 0.085 -0.178 -0.020 -0.18
C -0.19548 -5.38118 -0.69673 -0.014 0.016 0.041 -0.31
C -0.03257 -4.02214 -0.74358 -0.550 0.161 0.057 0.04
N -1.02331 -3.14073 -0.46796 0.208 -0.385 -0.169 -0.64
H -7.22714 1.55706 1.33243 -0.008 0.003 0.002 0.21
H -7.29011 -0.86182 1.85461 -0.012 0.014 0.001 0.21
H -5.38622 -2.32132 1.26713 0.020 -0.009 -0.010 0.24
H -3.33386 1.05170 -0.38135 0.024 -0.028 -0.011 0.21
H -5.22867 2.50693 0.20543 -0.022 0.005 0.011 0.20
H -3.45093 -5.32753 0.28386 0.017 -0.043 -0.003 0.23
H -1.63735 -6.93670 -0.24315 0.038 0.002 -0.012 0.21
H 0.62868 -6.03668 -0.93773 -0.029 -0.055 0.015 0.22
H 0.92296 -3.58567 -1.01802 0.015 0.041 0.030 0.19
N 2.32144 -1.19485 -0.00117 -0.071 -0.229 0.005 -0.52
C 3.20668 -0.61693 0.46976 0.059 0.262 0.037 0.53
N 4.22548 0.02396 0.99897 -0.060 -0.226 0.030 -0.48
C 5.21189 0.69712 0.15309 -0.237 0.053 0.000 -0.23
C 6.56665 0.54406 0.81214 0.148 0.044 0.007 -0.08
O 6.53563 1.03039 2.14126 -0.009 -0.018 -0.013 -0.52
C 5.62311 0.29166 2.93954 0.098 0.038 0.120 -0.08
C 4.21298 0.43219 2.41183 -0.088 0.013 -0.177 -0.24
H 4.94851 1.75653 0.06273 0.040 0.003 0.026 0.20
H 5.18934 0.24974 -0.83989 0.076 -0.041 0.021 0.22
H 7.31915 1.12392 0.27886 -0.016 0.018 0.017 0.20
H 6.87035 -0.51068 0.80742 -0.040 -0.013 -0.008 0.17
H 5.69254 0.69244 3.94992 0.000 0.020 -0.022 0.21
H 5.92223 -0.76367 2.96083 -0.026 -0.021 -0.026 0.17
H 3.85562 1.46239 2.48444 0.096 -0.005 0.009 0.23
H 3.50373 -0.19330 2.95223 0.084 -0.054 0.023 0.23
```
Forces are in eV/Å.

Summary:
- maximum force (eV/Å) = 2.3
- total energy (eV) = -53001.083
- expectation value of S² = 0.7685
- LUMO energy (alpha / beta) (eV) = 0.26 / 0.21
- net charge = 0
- HOMO-LUMO gap (alpha / beta) (eV) = 6.0 / 7.8
- spin multiplicity = 2

***

Entry 3:
Below is C27H27Cl3GeN7OSSeTa as an isolated structure in a non-equilibrium geometry, with properties calculated with wB97M-V/def2-TZVPD.

Structure (XYZ):
```
69
Properties=species:S:1:pos:R:3:forces:R:3:nbo_charge:R:1
Ta 12.01364 12.04457 9.84914 -2.070 1.901 2.891 1.44
C 12.28016 16.42501 11.11027 0.618 0.376 0.252 -0.68
C 11.88851 15.12354 10.50628 1.319 -0.512 1.051 0.27
N 12.59170 14.01534 10.78613 -0.375 -0.882 -0.569 -0.38
N 13.70649 14.21212 11.65664 0.202 0.760 -0.860 -0.48
C 13.79378 13.67471 12.87596 -1.138 -2.044 1.523 0.39
N 14.19078 14.40488 13.94262 0.513 -0.055 -1.134 -0.75
S 13.30503 11.95703 13.16892 0.749 1.942 -0.070 0.43
C 10.70991 14.99456 9.71622 -1.227 -0.037 -1.023 0.12
C 10.04230 16.11121 9.16593 -0.161 -0.874 0.319 -0.20
C 8.84007 15.91715 8.50726 0.077 -0.392 -0.086 -0.14
C 8.31480 14.62074 8.38811 0.329 0.767 0.232 -0.22
C 9.01710 13.57887 8.95780 0.516 -0.352 -0.119 0.08
N 10.23126 13.73732 9.50522 0.263 0.261 1.069 -0.46
H 12.30072 16.32964 12.21150 0.022 0.053 -0.432 0.25
H 11.59459 17.23193 10.86484 0.083 -0.133 0.017 0.25
H 13.29704 16.71820 10.77431 -0.532 -0.007 0.201 0.23
H 14.44283 14.82509 11.31349 -0.399 0.022 0.114 0.41
H 14.72488 15.26577 13.78483 -0.654 -0.335 0.241 0.42
H 14.28360 13.96684 14.85720 0.202 -0.099 -0.522 0.44
H 10.47746 17.08710 9.23942 -0.021 0.301 0.065 0.23
H 8.31681 16.77492 8.10898 -0.016 -0.056 -0.171 0.24
H 7.41099 14.41358 7.83284 -0.130 0.094 0.243 0.25
H 8.61821 12.56898 8.94747 0.258 0.108 -0.122 0.25
C 16.18073 11.70470 12.34144 0.338 0.539 0.172 -0.62
C 15.24930 10.78822 11.53262 1.023 -0.235 0.918 -0.09
C 15.92644 10.73215 10.15452 -0.290 0.128 -0.889 -0.60
C 13.75850 11.22723 11.61020 -1.204 0.281 -1.493 -0.70
C 15.32011 9.36547 12.14577 0.613 -0.583 -0.360 -0.04
C 14.76904 8.28457 11.45376 -0.283 -0.112 0.402 -0.17
C 14.79730 6.98576 11.95492 0.239 -0.311 -0.081 -0.21
C 15.46851 6.67702 13.15323 -0.206 1.077 -0.340 -0.21
C 16.06392 7.74247 13.82586 -0.082 0.395 -0.599 -0.20
C 16.02582 9.04601 13.29968 -0.559 -0.182 0.039 -0.22
H 16.17383 12.72397 11.91926 0.054 -0.272 -0.034 0.19
H 17.22354 11.33460 12.29178 -0.564 0.226 -0.013 0.23
H 15.90554 11.80996 13.39788 0.125 -0.182 -0.247 0.21
H 16.03405 11.72714 9.66787 -0.248 -0.582 0.483 0.22
H 15.39231 10.08016 9.44680 0.310 0.218 0.288 0.20
H 16.93618 10.32162 10.27747 -0.226 0.045 0.031 0.22
H 13.18632 10.28925 11.56988 -0.247 0.331 0.367 0.26
H 14.28710 8.47993 10.51014 -0.235 -0.127 -0.138 0.19
H 14.31579 6.19599 11.37180 0.187 0.211 0.222 0.22
H 15.53175 5.66764 13.54032 -0.118 0.072 -0.068 0.23
H 16.58191 7.61511 14.75780 0.190 -0.280 0.218 0.22
H 16.53041 9.84819 13.79734 0.236 0.026 0.525 0.21
Cl 12.17045 13.38387 7.75134 1.128 -0.413 -1.370 -0.37
Ge 13.71290 12.07587 6.29498 0.811 1.129 0.536 1.12
Cl 15.58090 12.97108 7.36471 -1.195 -0.640 -0.615 -0.52
Cl 10.32615 10.74727 8.66388 0.596 0.114 0.045 -0.42
Se 10.54082 11.72833 11.95109 -0.146 -0.306 -0.126 -0.04
C 8.98607 10.62408 11.70357 0.041 -0.224 0.356 -0.20
C 9.11174 9.27581 11.35611 -0.411 0.276 0.133 -0.23
C 7.96588 8.48330 11.33674 0.140 -0.295 0.026 -0.19
C 6.72636 9.00154 11.69907 0.361 0.471 0.236 -0.21
C 6.64271 10.32370 12.14845 0.008 -0.219 -0.218 -0.22
C 7.76704 11.14208 12.15972 0.373 -0.480 -0.737 -0.19
H 10.08990 8.85281 11.14413 -0.186 0.067 -0.102 0.23
H 8.04724 7.42311 11.09087 0.007 0.313 -0.059 0.22
H 5.84808 8.36990 11.67156 0.006 0.051 0.055 0.22
H 5.69562 10.71524 12.48563 -0.127 0.057 0.015 0.22
H 7.73441 12.18213 12.45064 -0.200 0.010 0.173 0.21
O 13.26494 10.79601 9.07374 0.974 -2.085 -3.562 -0.61
N 13.28529 10.53388 7.68549 0.538 -1.950 0.289 -0.17
C 13.14553 9.25891 7.27595 0.677 3.653 -0.046 0.09
C 12.68996 8.36995 8.21885 -1.005 -2.612 2.232 0.20
N 12.29913 7.62979 9.01735 0.355 0.634 -0.707 -0.13
C 13.41388 8.79272 5.91660 -0.031 0.660 -0.206 0.20
N 13.62182 8.43981 4.83418 -0.193 0.301 1.140 -0.13
```
Forces are in eV/Å.

Summary:
- maximum force (eV/Å) = 4.2
- total energy (eV) = -212724.578
- expectation value of S² = 0.7744
- LUMO energy (alpha / beta) (eV) = -5.11 / -5.05
- net charge = +1
- HOMO-LUMO gap (alpha / beta) (eV) = 4.4 / 5.0
- spin multiplicity = 2

***

What did we get for energy above the lowest of the compared OMol25 structures with the same formula, charge and spin? Answer: 0.000; 0.450; 0.642 eV, in the order shown.